[1]
Formula: C17H39N2O9P2
Source: the Open Molecules 2025 dataset
Level of theory: ωB97M-V with the def2-TZVPD basis set

Cartesian coordinates (Å):
1 C 2.6365 0.3654 2.0832
2 C 1.8736 -0.6722 2.8952
3 C 1.3097 -1.9165 2.1889
4 C 0.8427 -2.8671 3.3031
5 O 2.2828 -2.6285 1.4822
6 P 2.2837 -2.3583 -0.2642
7 C 2.1242 -4.2212 -0.5358
8 C 2.8310 -4.8104 -1.7690
9 C 4.2327 -4.2911 -2.1309
10 C 4.3055 -3.1931 -3.2056
11 N 5.1223 -2.0371 -2.7740
12 C 4.6871 -0.7725 -3.2355
13 C 5.2372 -0.3628 -4.5843
14 O 3.9510 -0.0486 -2.6172
15 O 0.4556 -2.1784 -0.0531
16 C 0.1504 -1.6467 1.1478
17 O -0.1160 -0.2125 1.1207
18 N -0.3775 0.2843 -0.1842
19 O 0.0223 1.3775 -0.2708
20 P -1.5411 -2.3700 1.5067
21 O -2.4611 -1.5873 2.3731
22 H 1.9920 0.9323 1.4147
23 H 3.1300 1.0716 2.7566
24 H 3.4083 -0.1094 1.4771
25 H 1.0535 -0.1856 3.4320
26 H 2.5721 -1.0599 3.6419
27 H 0.5767 -3.8278 2.8655
28 H -0.0115 -2.4668 3.8555
29 H 1.6811 -3.0310 3.9780
30 H 3.7312 -2.3613 -0.2814
31 H 2.1399 -2.1545 -1.6838
32 H 2.3143 -0.9391 -0.0719
33 H 2.4076 -4.7889 0.3522
34 H 1.0526 -4.3931 -0.6673
35 H 2.9588 -5.8790 -1.5674
36 H 2.1936 -4.7580 -2.6570
37 H 4.7893 -5.1445 -2.5305
38 H 4.7750 -3.9874 -1.2349
39 H 3.2969 -2.8648 -3.4688
40 H 4.7639 -3.6210 -4.1015
41 H 5.1576 -2.0124 -1.7599
42 H 5.3600 0.7181 -4.5957
43 H 6.1856 -0.8511 -4.7908
44 H 4.5241 -0.6335 -5.3657
45 H -2.0398 -2.5485 0.2046
46 H -1.3456 -3.6898 1.9464
47 C -1.7221 4.4905 -0.4041
48 O -2.9391 3.7802 -0.3492
49 C -3.0173 2.8381 0.7121
50 C -4.3535 2.8901 1.4135
51 O -4.5944 4.0713 2.1685
52 C -4.8716 5.2792 1.4911
53 C -6.2374 5.3595 0.8441
54 O -6.3490 4.5199 -0.2888
55 C -7.5707 3.8317 -0.3955
56 H -0.9298 3.8851 -0.8543
57 H -1.8826 5.3774 -1.0182
58 H -1.4038 4.8139 0.5932
59 H -2.2159 2.9999 1.4400
60 H -2.8928 1.8336 0.2924
61 H -4.3476 2.0842 2.1505
62 H -5.1682 2.6871 0.7157
63 H -4.0887 5.5356 0.7740
64 H -4.8626 6.0411 2.2765
65 H -6.3968 6.4005 0.5282
66 H -7.0023 5.1089 1.5886
67 H -7.8891 3.4267 0.5713
68 H -7.4190 3.0015 -1.0843
69 H -8.3656 4.4769 -0.7895

## Properties
* largest force on an atom: 1.00 eV/Å
* LUMO energy: 2.6 eV
* total charge: -1
* HOMO-LUMO gap: 0.271 Ha

[2]
Formula: C7H14N2
Source: the Open Molecules 2025 dataset
Level of theory: ωB97M-V with the def2-TZVPD basis set

Cartesian coordinates (Å):
1 C -1.4753 0.1299 0.5455
2 C 2.4999 0.4868 -0.3385
3 C -0.2714 0.0321 -2.1317
4 C 0.5303 -1.0220 2.2424
5 C 1.0611 0.3071 0.0161
6 C -0.0358 0.8740 -0.8855
7 C 0.4381 -0.2245 1.0234
8 N -2.0217 -1.2229 0.5968
9 N -0.1605 2.1790 -0.8470
10 H -1.0389 2.4716 -1.2818
11 H -2.0679 -1.6139 -0.3378
12 H -2.9628 -1.2152 0.9801
13 H -1.6019 0.6353 1.5051
14 H -2.1097 0.7568 -0.0888
15 H 2.7535 -0.1216 -1.2113
16 H 3.1532 0.1974 0.4860
17 H 2.6681 1.5331 -0.6049
18 H -0.1395 -1.0345 -1.9398
19 H 0.4242 0.3588 -2.9083
20 H -1.2908 0.1982 -2.4892
21 H -0.3351 -1.6927 2.3018
22 H 1.4426 -1.6299 2.2374
23 H 0.5402 -0.3828 3.1301

## Properties
* largest force on an atom: 4.54 eV/Å
* LUMO energy: 0.9 eV
* HOMO-LUMO gap: 0.345 Ha
* energy relative to the best compared isomer or geometry (same formula, charge and spin): 106.5 kcal per mole

[3]
Formula: C4H12N3
Source: the Open Molecules 2025 dataset
Level of theory: ωB97M-V with the def2-TZVPD basis set

Cartesian coordinates (Å):
1 N 0.8425 -1.7213 2.3247
2 C 0.9803 -1.1896 0.9576
3 C 0.1451 -0.4596 0.1941
4 N -1.1900 -0.2793 0.5464
5 C 0.8524 0.3682 -0.9019
6 C 0.0980 1.3323 -1.7683
7 N -1.2518 1.7165 -1.1551
8 H -0.0504 -1.7617 2.6306
9 H 1.3357 -2.7004 2.6116
10 H 2.0296 -1.2042 0.7094
11 H -1.7990 -1.0473 0.0027
12 H -1.2189 -0.3287 1.6021
13 H 1.8449 0.5816 -0.7186
14 H 1.0123 -0.4920 -1.6760
15 H -0.1533 0.9523 -2.8141
16 H 0.6398 2.2799 -1.9924
17 H -1.7754 0.9079 -0.8194
18 H -1.2154 2.4062 -0.4251
19 H -1.9091 2.0877 -2.0122

## Properties
* largest force on an atom: 5.72 eV/Å
* LUMO energy: -3.5 eV
* total charge: +1
* HOMO-LUMO gap: 0.296 Ha
* energy relative to the best compared isomer or geometry (same formula, charge and spin): 86.5 kcal per mole
* SMILES string: N/C=C(\N)CC[NH3+]

[4]
Formula: C6H12N2O
Source: the Open Molecules 2025 dataset
Level of theory: ωB97M-V with the def2-TZVPD basis set

Cartesian coordinates (Å):
1 C -0.7104 -2.0815 0.3925
2 C -1.2559 -0.7290 0.7512
3 C 0.1879 -1.0677 1.0379
4 C -1.1302 -3.3113 1.1606
5 H -0.5447 -2.2522 -0.6651
6 H -1.9465 -0.6750 1.5836
7 H -1.4577 -0.0118 -0.0455
8 H 0.9468 -0.5899 0.4338
9 H 0.4799 -1.2253 2.0684
10 H -2.0680 -3.7173 0.7749
11 H -1.2787 -3.0829 2.2176
12 H -0.3700 -4.0895 1.0910
13 C 1.4483 3.2640 -1.9680
14 C 1.3340 2.0405 -1.1138
15 N -0.5914 1.7995 -0.9995
16 N 0.1734 2.0979 -0.0911
17 O 2.1635 1.1783 -0.9767
18 H 0.0530 1.7837 0.8985
19 H 2.2791 3.8810 -1.6098
20 H 1.7747 2.9664 -2.9670
21 H 0.5128 3.8218 -1.9735

## Properties
* largest force on an atom: 2.74 eV/Å
* LUMO energy: 0.2 eV
* HOMO-LUMO gap: 0.324 Ha
* energy relative to the best compared isomer or geometry (same formula, charge and spin): 107.4 kcal per mole

[5]
Formula: C28H28N4O3
Source: the Open Molecules 2025 dataset
Level of theory: ωB97M-V with the def2-TZVPD basis set

Cartesian coordinates (Å):
1 C -7.0245 -1.2393 -2.7501
2 O -6.8904 -1.5973 -1.3965
3 C -5.6587 -1.5039 -0.8197
4 C -4.5035 -1.0740 -1.4616
5 C -3.3016 -1.0132 -0.7788
6 C -3.2327 -1.3796 0.5577
7 N -2.0533 -1.2905 1.3112
8 C -0.8169 -0.9240 0.9043
9 O -0.4657 -0.7693 -0.2464
10 C 0.1613 -0.6827 2.0718
11 C -0.1715 0.6654 2.7454
12 C -0.3664 1.7160 1.7000
13 C 0.6061 2.4057 1.0338
14 N 0.0484 3.1747 0.0502
15 C -1.3019 2.9837 0.0481
16 C -2.2874 3.5184 -0.7717
17 C -3.5901 3.1363 -0.5372
18 C -3.9126 2.2597 0.5021
19 C -2.9413 1.7335 1.3218
20 C -1.6089 2.0753 1.0898
21 N 1.4960 -0.6426 1.5309
22 C 2.1516 -1.7867 1.2196
23 O 1.9020 -2.8673 1.7102
24 C 3.2833 -1.5478 0.2272
25 C 4.5149 -1.0023 0.9579
26 C 5.5623 -0.5420 -0.0167
27 C 6.8787 -0.3818 0.3997
28 C 7.8521 0.0599 -0.4757
29 C 7.5158 0.3476 -1.7885
30 C 6.2100 0.1904 -2.2109
31 C 5.2254 -0.2510 -1.3349
32 C 3.8206 -0.4512 -1.8377
33 N 2.8714 -0.5475 -0.7472
34 C -4.3907 -1.8115 1.2023
35 C -5.5867 -1.8748 0.5240
36 H -8.0750 -1.3925 -2.9926
37 H -6.7643 -0.1888 -2.9161
38 H -6.4085 -1.8727 -3.3967
39 H -4.5208 -0.7772 -2.4979
40 H -2.4140 -0.6736 -1.2842
41 H -2.1738 -1.4745 2.2977
42 H 0.1200 -1.5113 2.7863
43 H -1.0796 0.5647 3.3412
44 H 0.6528 0.9285 3.4106
45 H 1.6668 2.4230 1.2012
46 H 0.5584 3.7567 -0.5915
47 H -2.0373 4.2069 -1.5657
48 H -4.3807 3.5263 -1.1611
49 H -4.9465 1.9910 0.6608
50 H -3.2122 1.0732 2.1320
51 H 1.6764 0.1355 0.9061
52 H 3.5377 -2.5169 -0.2372
53 H 4.2074 -0.1520 1.5746
54 H 4.9220 -1.7674 1.6213
55 H 7.1369 -0.6103 1.4241
56 H 8.8710 0.1777 -0.1376
57 H 8.2703 0.6925 -2.4800
58 H 5.9432 0.4105 -3.2353
59 H 3.8190 -1.3576 -2.4746
60 H 3.5288 0.3933 -2.4700
61 H 1.9458 -0.7669 -1.1095
62 H -4.3517 -2.0972 2.2444
63 H -6.4872 -2.2071 1.0152

## Properties
* largest force on an atom: 0.62 eV/Å
* LUMO energy: 0.6 eV
* HOMO-LUMO gap: 0.316 Ha
* energy relative to the best compared isomer or geometry (same formula, charge and spin): 24.6 kcal per mole
* SMILES string: COc1ccc(NC(=O)[C@H](Cc2c[nH]c3ccccc23)NC(=O)[C@@H]2Cc3ccccc3CN2)cc1

[6]
Formula: C33H46ClF3HfOP4
Source: the Open Molecules 2025 dataset
Level of theory: ωB97M-V with the def2-TZVPD basis set

Cartesian coordinates (Å):
1 P 1.4770 1.1185 -1.8801
2 C 3.1978 1.5264 -2.0552
3 C 3.9423 0.8853 -3.0624
4 H 3.5002 0.0547 -3.6168
5 C 5.2214 1.3414 -3.3577
6 H 5.7846 0.8540 -4.1553
7 C 5.7634 2.4159 -2.6436
8 H 6.7578 2.7797 -2.8976
9 C 5.0376 3.0192 -1.6060
10 H 5.4718 3.8478 -1.0478
11 C 3.7609 2.5681 -1.2897
12 H 3.1860 3.0114 -0.4746
13 C 1.1173 -0.4560 -2.6770
14 C 1.8199 -1.5917 -2.2423
15 H 2.6689 -1.4795 -1.5664
16 C 1.4333 -2.8546 -2.6898
17 H 1.9650 -3.7325 -2.3288
18 C 0.3883 -2.9780 -3.6098
19 H 0.0967 -3.9646 -3.9719
20 C -0.2735 -1.8453 -4.0844
21 H -1.0679 -1.9285 -4.8282
22 C 0.0773 -0.5769 -3.6177
23 H -0.4156 0.3182 -4.0104
24 C 0.3873 2.3826 -2.5481
25 C 0.7574 2.9917 -3.7606
26 H 1.7099 2.7274 -4.2233
27 C -0.1056 3.9066 -4.3627
28 H 0.1662 4.3322 -5.3275
29 C -1.2988 4.2662 -3.7261
30 H -1.9597 4.9956 -4.1956
31 C -1.6450 3.6936 -2.4982
32 H -2.5610 3.9901 -1.9848
33 C -0.8256 2.7223 -1.9237
34 H -1.1057 2.2427 -0.9859
35 Hf 0.2860 0.2140 2.1807
36 C -1.6345 -1.1807 1.9908
37 C -2.0590 -1.5368 0.7541
38 H -2.1818 -1.5745 2.8628
39 C -1.3518 -0.9258 -0.4476
40 O -2.3342 -0.1533 -1.1959
41 H -1.9121 0.2277 -1.9880
42 C -0.3006 -0.0551 0.1010
43 H -0.8795 -1.7039 -1.0813
44 C 0.7509 0.6676 0.2080
45 Cl 2.1098 1.5732 3.0284
46 P -1.3862 2.1927 2.6322
47 P 1.8293 -1.8776 2.4731
48 C -0.9446 3.1106 4.1446
49 H 0.0851 3.4771 4.0607
50 H -1.0090 2.4528 5.0199
51 H -1.6339 3.9564 4.2660
52 C -1.4667 3.5331 1.4014
53 H -2.1955 3.2874 0.6187
54 H -0.4846 3.6665 0.9330
55 H -1.7632 4.4728 1.8877
56 C -3.1459 1.7983 2.8726
57 H -3.2597 1.0868 3.6984
58 H -3.5380 1.3358 1.9582
59 H -3.7096 2.7142 3.0965
60 C 2.6807 -2.0609 4.0709
61 H 2.0120 -2.5000 4.8200
62 H 3.0113 -1.0766 4.4217
63 H 3.5567 -2.7081 3.9314
64 C 1.0427 -3.4989 2.2258
65 H 0.6219 -3.5479 1.2132
66 H 0.2234 -3.6211 2.9448
67 H 1.7740 -4.3074 2.3599
68 C 3.2364 -1.9201 1.3185
69 H 3.6359 -0.9062 1.1914
70 H 2.9188 -2.3049 0.3426
71 H 4.0218 -2.5687 1.7302
72 P -3.4335 -2.6528 0.3505
73 C -3.8778 -3.5417 1.8282
74 C -2.8639 -3.7753 -0.9284
75 H -4.0855 -2.8390 2.6448
76 H -3.0656 -4.2187 2.1237
77 H -4.7791 -4.1315 1.6150
78 H -2.6259 -3.2278 -1.8491
79 H -3.6603 -4.5038 -1.1308
80 H -1.9684 -4.3097 -0.5851
81 C -4.7999 -1.6718 -0.2635
82 H -5.1628 -1.0139 0.5363
83 H -5.6055 -2.3423 -0.5892
84 H -4.4425 -1.0548 -1.0972
85 H 1.3161 1.4546 0.8179
86 F -0.4639 -1.8839 4.7588
87 C -0.4088 -0.5187 4.5376
88 F -1.6267 -0.0528 4.9961
89 F 0.5177 -0.0385 5.4379

## Properties
* largest force on an atom: 8.35 eV/Å
* LUMO energy: -5.8 eV
* total charge: +2
* HOMO-LUMO gap: 0.267 Ha